CH8NOSi | ωB97M-V/def2-TZVPD

XYZ file:
```
12
Properties=species:S:1:pos:R:3:forces:R:3:lowdin_charge:R:1
Si -1.50922 -2.42135 0.46755 -0.6 -0.5 -0.9 1.16
O 0.49726 -0.21635 0.26935 -0.3 -1.7 0.2 -0.19
N -0.42238 2.09251 -0.39682 2.2 0.5 -6.1 0.07
C 0.77853 0.45062 -0.71684 -0.1 0.0 1.4 -0.25
H -0.67623 2.06445 -1.48284 0.8 0.8 3.0 0.14
H -1.27084 1.93845 0.01174 -2.4 0.1 2.1 0.02
H -2.28407 -3.66406 0.00516 0.7 0.9 0.5 -0.06
H -0.07084 -2.26935 0.43088 0.3 -0.3 0.4 -0.08
H 0.30818 0.29796 -1.66509 -0.3 -0.3 -1.0 0.08
H 0.13516 2.92151 -0.20385 -0.8 0.0 0.3 0.09
H -2.34880 -1.24355 0.63334 0.0 0.1 0.3 -0.08
H 1.70064 1.00230 -0.72586 0.6 0.6 -0.2 0.10
```
Forces are in eV/Å.

Computed properties:
ΔE to the lowest compared entry with this formula, charge and spin, kcal per mole: 89.09
Net charge: +1
DFT total energy, eV: -12570.5610
Gap between HOMO and LUMO, eV: 6.20
Max |F|, eV Å⁻¹: 6.46
Multiplicity: 1